# 1
{"formula": "C25H56N2NbO11P2S2", "method": "ωB97M-V/def2-TZVPD", "symbols": ["C", "C", "O", "C", "C", "O", "Nb", "C", "C", "O", "C", "C", "C", "S", "C", "S", "N", "C", "C", "N", "C", "H", "H", "H", "H", "H", "H", "H", "H", "H", "H", "H", "H", "H", "H", "H", "H", "H", "H", "H", "H", "H", "H", "H", "H", "H", "H", "O", "P", "O", "C", "C", "O", "C", "C", "O", "C", "C", "H", "H", "H", "H", "H", "H", "H", "H", "H", "H", "H", "H", "H", "H", "H", "O", "P", "O", "C", "C", "O", "C", "C", "O", "C", "C", "H", "H", "H", "H", "H", "H", "H", "H", "H", "H", "H", "H", "H", "H", "H"], "xyz": [[-2.84007, -4.78353, -2.51255], [-2.88062, -4.34007, -4.01016], [-1.62090, -3.94873, -4.53062], [-1.14387, -2.73790, -3.93904], [0.21338, -3.02356, -3.26125], [0.82359, -1.85436, -2.73326], [0.06765, -1.23984, -0.91125], [1.67201, -2.43013, 0.23583], [1.10560, -3.57657, 1.06591], [2.19765, -4.38277, 1.61247], [-0.81878, -0.63321, 1.07831], [-2.36302, -0.32689, 1.09048], [-3.25660, -1.45231, 0.49572], [-4.53968, -2.08641, 1.69699], [-4.74272, -3.79374, 1.14521], [-6.09348, -4.33270, 0.42505], [-3.66003, -4.67704, 1.34321], [-3.64609, -6.04542, 1.07632], [-2.38572, -6.43397, 1.39231], [-1.59391, -5.37685, 1.85698], [-2.39988, -4.36275, 1.79377], [-3.43797, -4.06707, -1.92655], [-1.82103, -4.81901, -2.10758], [-3.26834, -5.79198, -2.38215], [-3.30398, -5.14732, -4.62747], [-3.56219, -3.47231, -4.11014], [-0.96858, -1.95965, -4.70474], [-1.88706, -2.33387, -3.23225], [0.87158, -3.39332, -4.08015], [0.15354, -3.85904, -2.54375], [1.19413, 0.22317, -1.00483], [-1.27755, -0.41434, -1.84229], [-0.91697, -2.78790, -0.91940], [2.40010, -2.87623, -0.46486], [2.15917, -1.67424, 0.88251], [0.53118, -3.22866, 1.94605], [0.45108, -4.24226, 0.48657], [1.79054, -5.18633, 1.96187], [-0.61589, -1.33424, 1.90681], [-0.31246, 0.31593, 1.35871], [-2.65435, -0.22121, 2.15952], [-2.62518, 0.63873, 0.63402], [-2.70717, -2.33318, 0.14256], [-3.81888, -1.01816, -0.34440], [-4.44603, -6.65988, 0.68539], [-1.99553, -7.44380, 1.29097], [-2.09246, -3.35459, 2.05944], [-5.61592, 5.20867, -0.69249], [-4.18034, 4.95060, -1.02935], [-4.27462, 4.87125, -2.67902], [-5.06329, 5.79115, -3.42234], [-4.19511, 6.87289, -4.03974], [-4.07257, 3.36739, -0.66013], [-4.89508, 2.79669, 0.35562], [-6.02858, 2.02888, -0.28221], [-2.52412, 4.94869, -1.11350], [-1.83001, 6.17071, -1.35781], [-2.30664, 7.30731, -0.47685], [-5.84573, 6.24475, -2.81171], [-5.55343, 5.22121, -4.21468], [-3.78513, 7.52704, -3.26545], [-4.77903, 7.48897, -4.72618], [-3.35591, 6.43562, -4.58224], [-5.25979, 3.56077, 1.04316], [-4.27604, 2.10854, 0.93443], [-6.62399, 2.65717, -0.94603], [-6.68770, 1.61022, 0.48090], [-5.63042, 1.21495, -0.89100], [-1.90725, 6.42863, -2.41711], [-0.77589, 5.97541, -1.15617], [-3.34521, 7.57648, -0.70529], [-1.68917, 8.19399, -0.62526], [-2.26647, 7.02136, 0.57574], [6.89850, -0.43478, 1.06652], [6.42618, 0.32152, 2.26355], [7.79727, 0.41489, 3.18240], [9.05872, 0.70030, 2.59413], [9.43681, 2.15596, 2.80391], [5.61978, -0.85029, 3.05228], [5.03215, -1.94695, 2.33616], [5.89791, -3.18012, 2.47487], [5.62757, 1.40098, 3.23662], [5.81620, 2.79990, 3.02872], [5.68502, 3.20319, 1.57411], [9.07606, 0.46045, 1.52962], [9.79209, 0.05857, 3.08782], [8.78203, 2.81160, 2.22387], [10.46437, 2.33642, 2.48221], [9.33964, 2.43580, 3.85394], [4.86729, -1.69076, 1.29090], [4.05382, -2.13983, 2.77739], [6.91495, -2.99129, 2.12584], [5.47962, -4.01186, 1.90667], [5.97372, -3.47352, 3.52425], [6.78275, 3.10366, 3.44102], [5.04869, 3.30849, 3.61449], [6.48660, 2.76443, 0.96782], [5.73934, 4.28757, 1.46926], [4.73614, 2.85581, 1.16205]], "e_lumo_ev": 1.289, "e_homo_ha": -0.181, "total_energy_ha": -3459.217574, "de_lowest_kcal_mol": 0.0, "total_charge": -1}

***

# 2
{"formula": "C25H57FNO20S5", "method": "ωB97M-V/def2-TZVPD", "symbols": ["C", "C", "C", "C", "C", "C", "O", "C", "C", "O", "O", "N", "F", "C", "C", "O", "O", "H", "H", "H", "H", "H", "H", "H", "H", "H", "H", "H", "H", "H", "H", "H", "H", "H", "O", "S", "O", "O", "C", "C", "C", "H", "H", "H", "H", "H", "H", "H", "H", "O", "S", "O", "O", "C", "C", "C", "H", "H", "H", "H", "H", "H", "H", "H", "O", "S", "O", "O", "C", "C", "C", "H", "H", "H", "H", "H", "H", "H", "H", "O", "S", "O", "O", "C", "C", "C", "H", "H", "H", "H", "H", "H", "H", "H", "O", "S", "O", "O", "C", "C", "C", "H", "H", "H", "H", "H", "H", "H", "H"], "xyz": [[5.43555, -4.27945, -2.32002], [4.11221, -3.59418, -2.64933], [4.34286, -2.09070, -2.92064], [3.34557, -4.28922, -3.79744], [4.25458, -4.68751, -4.96400], [2.61759, -5.52910, -3.28499], [1.56338, -5.24932, -2.38288], [0.27625, -5.18022, -2.95439], [-0.46043, -6.54493, -2.74849], [-1.41159, -6.55848, -1.96328], [0.06832, -7.43633, -3.44351], [-0.42048, -4.04494, -2.30126], [-1.56469, -3.83567, -3.12559], [0.28425, -2.78914, -2.36032], [0.13177, -1.94689, -1.11497], [-0.57537, -2.13957, -0.17172], [0.87287, -0.79507, -1.16778], [5.31412, -5.35158, -2.15575], [6.16650, -4.14958, -3.12196], [5.86467, -3.84897, -1.41382], [3.48135, -3.68763, -1.76022], [3.89540, -1.47094, -2.13965], [3.91608, -1.78316, -3.87806], [5.40382, -1.83960, -2.92950], [2.61553, -3.58098, -4.20362], [4.78312, -5.61967, -4.75440], [5.01724, -3.92288, -5.13941], [3.68529, -4.78776, -5.88727], [3.32888, -6.14268, -2.72411], [2.25323, -6.15224, -4.10563], [0.31700, -5.00938, -4.04164], [-0.08353, -2.18204, -3.19606], [1.34874, -2.96045, -2.51078], [1.66217, -0.88662, -1.71595], [3.67528, -1.13123, 1.10200], [3.15318, -0.02236, 1.84634], [3.60174, 1.29737, 1.51141], [3.39635, -0.29030, 3.39359], [4.73470, -0.64068, 3.81686], [5.68612, 0.53537, 3.80502], [1.40353, -0.05941, 1.86230], [5.09382, -1.46556, 3.19965], [4.59481, -1.01720, 4.82835], [5.86571, 0.88885, 2.79063], [6.64139, 0.23796, 4.23960], [5.27617, 1.36416, 4.38000], [1.06088, -1.05544, 2.12912], [1.10856, 0.16305, 0.84020], [1.04609, 0.69120, 2.56224], [-0.33649, 2.99312, -1.93272], [-1.62170, 2.71739, -1.36413], [-2.79313, 3.11613, -2.08886], [-1.67202, 3.34130, 0.09740], [-1.29235, 4.72916, 0.24360], [-2.33973, 5.69216, -0.27249], [-1.75276, 1.03337, -0.90138], [-0.32785, 4.88007, -0.24340], [-1.14972, 4.84646, 1.31608], [-2.45848, 5.61166, -1.35136], [-2.03903, 6.71311, -0.03462], [-3.30709, 5.49284, 0.18885], [-0.87166, 0.75158, -0.33581], [-1.80953, 0.45732, -1.82253], [-2.65999, 0.89798, -0.31889], [-5.13421, 8.60648, -4.48911], [-6.28906, 8.17589, -3.75921], [-6.27202, 8.23945, -2.32989], [-6.69277, 6.72564, -4.23970], [-5.66949, 5.68957, -4.21900], [-5.35189, 5.18935, -2.83067], [-7.71931, 9.01108, -4.35206], [-4.78357, 6.06898, -4.72908], [-6.09495, 4.89838, -4.83211], [-4.89074, 5.96622, -2.22245], [-4.65849, 4.35159, -2.89327], [-6.25909, 4.86214, -2.32184], [-7.73869, 8.95136, -5.43628], [-7.63102, 10.04445, -4.02416], [-8.59821, 8.54779, -3.91258], [4.73930, 3.19066, 5.91636], [4.45031, 4.52222, 6.35550], [5.28667, 5.12752, 7.34637], [2.93438, 4.58368, 6.81841], [2.48678, 3.59420, 7.77825], [2.98443, 3.86182, 9.18179], [4.31003, 5.59378, 4.97068], [2.78132, 2.60629, 7.42233], [1.40210, 3.65889, 7.72920], [4.06599, 3.76060, 9.25035], [2.52567, 3.14623, 9.86479], [2.71972, 4.87097, 9.49698], [3.66220, 5.13052, 4.23188], [5.31596, 5.71655, 4.57526], [3.91510, 6.54813, 5.30776], [-6.81844, -6.61229, 1.19009], [-5.72215, -5.96224, 1.84952], [-5.74018, -4.53452, 1.96473], [-4.36606, -6.46686, 1.25124], [-4.15035, -6.38921, -0.19952], [-3.85853, -4.99701, -0.68741], [-5.51686, -6.64958, 3.45930], [-5.01479, -6.83613, -0.69145], [-3.28617, -7.02538, -0.37587], [-4.70004, -4.31182, -0.57249], [-3.58356, -5.06575, -1.73914], [-3.00531, -4.57895, -0.15408], [-5.50000, -7.73263, 3.37992], [-6.36739, -6.31891, 4.05137], [-4.59009, -6.26958, 3.88002]], "e_lumo_ev": 1.550, "e_homo_ha": -0.182, "total_energy_ha": -4637.092341, "total_charge": -1}